# 1
This record from the Open Molecules 2025 dataset describes a cluster of 3 separate species, C23H46FN3O11P in total at a distorted geometry. The level of theory is ωB97M-V/def2-TZVPD.

Gap between HOMO and LUMO: 7.16 eV
Total charge: +1
Energy above the lowest of the compared OMol25 structures with the same formula, charge and spin: 0.000 eV

Positions of all 85 atoms, in Å:
C: -2.87043 -2.57387 3.72610
C: -1.39110 -2.29860 3.74214
F: -0.74755 -3.24796 2.90279
C: -0.93800 -0.90645 3.27800
C: -1.88156 0.23029 3.72650
O: -2.91646 0.36070 2.78311
C: -4.24019 0.57421 3.26388
O: -5.09785 -0.41668 2.83849
C: -5.46563 -0.34565 1.45654
C: -5.15009 -1.65571 0.76761
O: -5.83118 -2.74112 1.37274
C: -0.88281 -0.87274 1.72953
C: 0.46627 -1.36235 1.37670
C: 0.86417 -1.85956 0.04555
C: -0.14266 -2.86510 -0.54925
O: -0.79928 -2.51007 -1.48751
N: -0.31563 -4.06427 0.09254
C: -1.10924 -4.98548 -0.74522
C: 0.88767 -4.72475 0.64288
N: 1.25242 -1.19748 2.39033
N: 2.62305 -1.47112 2.39361
C: 3.34741 -0.63852 1.81561
O: 4.07905 0.11026 1.32149
C: 0.56309 -0.64323 3.62907
O: 0.82979 0.70971 3.74657
P: 1.39676 -1.42135 5.11910
O: 2.63477 -0.68477 5.35832
O: 0.31104 -1.33780 6.27640
O: 1.59187 -2.96956 4.80496
H: -3.02860 -3.57693 4.12684
H: -3.26363 -2.54113 2.71067
H: -3.42330 -1.88521 4.36196
H: -1.00504 -2.50976 4.73577
H: -2.27390 0.02048 4.72700
H: -1.30460 1.15221 3.77503
H: -4.56445 1.55403 2.89810
H: -4.25047 0.57810 4.35631
H: -6.54061 -0.16171 1.39572
H: -4.93240 0.47073 0.95893
H: -4.06539 -1.82509 0.75085
H: -5.50326 -1.60868 -0.26386
H: -5.33917 -3.03845 2.14204
H: -1.68948 -1.39265 1.21853
H: -0.90143 0.16894 1.38138
H: 1.88064 -2.24906 0.04929
H: 0.84796 -1.00896 -0.64485
H: -2.12060 -4.60882 -0.86759
H: -1.16080 -5.94442 -0.23150
H: -0.64095 -5.12999 -1.72035
H: 1.79216 -4.13725 0.52894
H: 1.04566 -5.68102 0.14805
H: 0.75665 -4.92067 1.70900
H: 1.78607 0.85537 3.82369
H: 0.20194 -2.16996 6.75759
H: 0.94997 -3.36926 4.19752
C: 5.34306 1.14795 -1.37682
C: 4.30603 0.69085 -2.38793
O: 3.44229 1.71149 -2.84033
C: 4.05511 2.79842 -3.51853
C: 4.79843 2.40727 -4.78250
H: 4.85991 1.64030 -0.53395
H: 5.89977 0.28565 -1.00709
H: 6.06583 1.84659 -1.79807
H: 3.63969 -0.03947 -1.91904
H: 4.78695 0.17760 -3.22808
H: 4.71504 3.35364 -2.84239
H: 3.23140 3.46421 -3.76947
H: 5.65830 1.76846 -4.57620
H: 5.16680 3.30174 -5.28458
H: 4.13727 1.87236 -5.46543
C: 0.45049 4.24053 -3.42473
C: -0.60118 3.73061 -4.39604
O: -1.52711 4.71151 -4.81799
C: -0.98243 5.82798 -5.50150
C: -0.24459 5.47497 -6.78112
H: -0.02241 4.69637 -2.55323
H: 1.07605 3.41188 -3.08854
H: 1.10129 4.98879 -3.87984
H: -1.20769 2.96483 -3.91103
H: -0.12071 3.25290 -5.25805
H: -0.33449 6.40928 -4.83516
H: -1.84116 6.45717 -5.73346
H: 0.64523 4.87272 -6.59176
H: 0.07625 6.38648 -7.28587
H: -0.89407 4.91511 -7.45491

Forces on atoms 1 to 3 (eV/Å):
C 0.0261 -0.3948 -0.0998
C -0.1181 0.1401 0.1182
F 0.1455 -0.0614 0.2026

---

# 2
This record from the Open Molecules 2025 dataset describes a cluster of 3 separate species, C23H46I2N2O9 in total at a distorted geometry. The level of theory is ωB97M-V/def2-TZVPD.

Gap between HOMO and LUMO: 8.89 eV
SMILES: CCN[C@H]1OC(=O)O[C@]1(CCCN)/C(I)=C(/C)I.COCCOCCOC.COCCOCCOC

Positions of all 82 atoms, in Å:
C: -1.11035 1.65538 -3.12699
C: 0.35198 1.86696 -3.48484
N: 1.16187 0.78665 -2.89407
C: 2.56661 1.03094 -3.10235
O: 2.97559 2.34832 -2.81787
C: 4.33028 2.30752 -2.93575
O: 5.05897 3.23735 -3.23218
O: 4.75361 1.06066 -2.63807
C: 3.61984 0.14843 -2.40401
C: 3.62568 -0.02541 -0.86835
C: 2.34563 0.28750 -0.10416
C: 2.02756 1.77832 0.05872
N: 1.60464 2.10507 1.43133
C: 3.92694 -1.11316 -3.21882
I: 5.65224 -1.02494 -4.45352
C: 3.22863 -2.24792 -3.25682
C: 3.55820 -3.43382 -4.12486
I: 1.53100 -2.55143 -2.05164
H: -1.28023 2.08419 -2.14625
H: -1.75770 2.17277 -3.82111
H: -1.35735 0.60272 -3.07177
H: 0.66508 2.81917 -3.08385
H: 0.49944 1.89691 -4.56669
H: 0.96315 -0.02102 -3.46815
H: 2.78432 0.86598 -4.17288
H: 4.43425 0.56421 -0.46179
H: 3.87472 -1.06583 -0.68003
H: 1.48359 -0.22157 -0.50526
H: 2.49281 -0.10516 0.90071
H: 2.87127 2.38840 -0.23851
H: 1.21397 2.00910 -0.62300
H: 1.34090 1.26611 1.92868
H: 0.74896 2.63639 1.37830
H: 3.59614 -3.12784 -5.16212
H: 2.81227 -4.20069 -3.99004
H: 4.54294 -3.80247 -3.86527
C: -2.61884 -5.72781 -2.05944
O: -3.31496 -4.52467 -2.28703
C: -2.48454 -3.53654 -2.86719
C: -3.31425 -2.40160 -3.42244
O: -3.85367 -2.66472 -4.70774
C: -4.98675 -3.51958 -4.75282
C: -6.27266 -2.84584 -4.33235
O: -6.38370 -2.82095 -2.92082
C: -7.41006 -1.95804 -2.49006
H: -1.75942 -5.56954 -1.39680
H: -3.30690 -6.42269 -1.58337
H: -2.27253 -6.16513 -3.00324
H: -1.88083 -3.97425 -3.67204
H: -1.81286 -3.14621 -2.08800
H: -2.65027 -1.54603 -3.56504
H: -4.09396 -2.10782 -2.71679
H: -4.81833 -4.43072 -4.17551
H: -5.08668 -3.80063 -5.80277
H: -7.12549 -3.40333 -4.74507
H: -6.29193 -1.82336 -4.72971
H: -7.19821 -0.92156 -2.77821
H: -7.45794 -2.01763 -1.40502
H: -8.37962 -2.25765 -2.90516
C: 0.06610 3.47349 9.69915
O: 0.35900 2.82404 8.48485
C: -0.80381 2.60815 7.70626
C: -0.43587 2.24053 6.28666
O: -0.12411 3.35725 5.46909
C: 1.16096 3.93626 5.65520
C: 2.28050 3.14195 5.02453
O: 2.67543 2.07490 5.87320
C: 3.49525 1.15171 5.19773
H: -0.64400 2.89212 10.29916
H: 0.99672 3.57255 10.25352
H: -0.34531 4.47386 9.51977
H: -1.42446 3.51265 7.69539
H: -1.38082 1.78635 8.15437
H: -1.31627 1.78887 5.82456
H: 0.36853 1.50205 6.27243
H: 1.36060 4.12358 6.71216
H: 1.11182 4.90084 5.14677
H: 3.14697 3.79829 4.86232
H: 1.95042 2.75170 4.05529
H: 2.95416 0.67777 4.36966
H: 3.78731 0.38431 5.91191
H: 4.39785 1.63525 4.80591

Forces on atoms 1 to 3 (eV/Å):
C 0.3662 0.2721 0.2189
C -0.2768 -0.2628 -0.0234
N 0.2919 0.8608 0.3707

---

# 3
This record from the Open Molecules 2025 dataset describes a cluster of 3 separate species, C23H46IN2O5 in total at a distorted geometry. The level of theory is ωB97M-V/def2-TZVPD.

Expectation value of S²: 2.010
Gap between HOMO and LUMO (spin up / spin down): 4.14 / 3.80 eV
Total charge: -1
Multiplicity: 3

Positions of all 77 atoms, in Å:
O: -3.60172 0.41894 3.06854
C: -2.44151 0.21196 2.28499
C: -2.83712 -0.50949 0.99957
O: -2.11232 -1.70080 0.76544
C: -0.95780 -1.51167 0.02256
O: -0.05661 -0.61636 0.66846
C: 0.77021 0.03597 -0.27013
C: 0.26012 1.43017 -0.46337
I: 1.31635 2.46423 -1.99368
H: -3.35303 0.93160 3.84797
H: -1.71644 -0.42788 2.77375
H: -1.94946 1.14457 2.02139
H: -2.82594 0.15841 0.14083
H: -3.86803 -0.81820 1.14401
H: -0.47126 -2.47522 -0.05130
H: -1.15787 -1.17032 -0.99151
H: 1.78625 0.06154 0.10533
H: 0.79133 -0.47573 -1.23899
H: -0.78687 1.44478 -0.73368
C: -0.06605 -2.67476 -6.39403
C: 0.56492 -2.95322 -5.01475
C: 1.28073 -4.31058 -5.05277
C: 0.30985 -5.48469 -5.04533
C: -0.62917 -5.36570 -3.85116
C: -1.34411 -4.00702 -3.78272
N: -0.44108 -2.85088 -3.94377
O: 0.26490 -2.69464 -2.72326
C: -2.46820 -3.97638 -4.84172
C: -2.05837 -3.90979 -2.44107
C: 1.60930 -1.85918 -4.83745
H: 0.71484 -2.61912 -7.15973
H: -0.75760 -3.44350 -6.73092
H: -0.59464 -1.72043 -6.38353
H: 1.93763 -4.39505 -4.18215
H: 1.92882 -4.36782 -5.93648
H: -0.25378 -5.52886 -5.98419
H: 0.86768 -6.42507 -4.98244
H: -1.37108 -6.17386 -3.87825
H: -0.04696 -5.50969 -2.93619
H: -2.83830 -2.95883 -4.97293
H: -3.31032 -4.59882 -4.52376
H: -2.16696 -4.36657 -5.81348
H: -1.37018 -4.02862 -1.60757
H: -2.81295 -4.69964 -2.36352
H: -2.56275 -2.94590 -2.33883
H: 1.13342 -0.87817 -4.77154
H: 2.29002 -1.85245 -5.69634
H: 2.20535 -2.01187 -3.94063
C: 0.37198 5.77265 3.85784
C: -0.01319 4.37075 4.36500
C: 0.51543 4.16835 5.78539
C: 2.02959 3.97449 5.83395
C: 2.45074 2.82734 4.91677
C: 1.94452 2.98222 3.48107
N: 0.48886 3.31223 3.44302
O: -0.20250 2.23467 3.61013
C: 2.77051 4.06108 2.75022
C: 2.20396 1.69213 2.71257
C: -1.53826 4.36901 4.38681
H: -0.10487 6.53107 4.47994
H: 1.43721 5.98167 3.89516
H: 0.03127 5.91944 2.83236
H: 0.03518 3.29048 6.22949
H: 0.22753 5.02222 6.40271
H: 2.54318 4.89939 5.55694
H: 2.33617 3.75268 6.85858
H: 3.53918 2.74119 4.90279
H: 2.07052 1.88925 5.33341
H: 2.28234 4.36181 1.82251
H: 3.75204 3.66614 2.49017
H: 2.95908 4.95021 3.34957
H: 1.75283 0.82455 3.18951
H: 3.27774 1.51353 2.65748
H: 1.81745 1.76380 1.69681
H: -1.94393 4.46391 3.37880
H: -1.89366 5.21408 4.97641
H: -1.94410 3.46422 4.83493

Forces on atoms 1 to 3 (eV/Å):
O -0.2779 0.2393 0.3910
C 0.5411 -0.1627 -0.7930
C -0.6940 -0.2632 0.4216

---

| no. | calculated total energy (a.u.) |
| --- | --- |
| 1 | -2336.8546 |
| 2 | -2285.8626 |
| 3 | -1687.1628 |